# 1
The following is a DFT calculation (ωB97M-V/def2-TZVPD) of 8 unconnected molecules or ions with the total composition C44H112N8O14.

Geometry (Å):
C: -3.24509 0.09848 -4.56047
O: -2.92826 1.48176 -4.72618
C: -2.58965 2.06176 -3.45198
C: -2.49095 3.54684 -3.67766
C: -1.18785 3.81415 -4.40000
N: -2.43426 4.17845 -2.41856
H: -4.01722 -0.09170 -3.83193
H: -2.39513 -0.52179 -4.27482
H: -3.54795 -0.25274 -5.53904
H: -3.38151 1.70110 -2.79108
H: -1.61176 1.73506 -3.12251
H: -3.36539 3.71757 -4.31019
H: -0.33841 3.46299 -3.80499
H: -0.93449 4.87814 -4.63338
H: -1.12654 3.24123 -5.33719
H: -3.28850 4.03084 -1.88745
H: -2.23225 5.13655 -2.63405
C: 0.40368 -0.58786 -4.14422
O: -0.36860 -0.70835 -2.95418
C: 0.25853 -1.25881 -1.81880
C: -0.71691 -1.60923 -0.71858
C: -1.39202 -0.27852 -0.21378
N: 0.00788 -2.19809 0.42392
H: -0.32471 -0.10301 -4.78863
H: 0.67356 -1.58586 -4.49762
H: 1.32061 -0.05260 -3.92219
H: 0.87681 -2.08861 -2.26262
H: 0.92129 -0.48062 -1.37312
H: -1.43080 -2.31735 -1.12844
H: -0.59276 0.33173 0.15438
H: -2.05060 -0.44512 0.64380
H: -1.90616 0.13458 -1.09719
H: 0.67768 -2.90167 0.08619
H: 0.70230 -1.56032 0.81594
C: -4.02761 -3.73648 -5.01946
O: -4.31035 -3.88533 -3.59904
C: -3.16823 -3.93079 -2.74783
C: -2.35971 -5.18062 -2.72836
N: -1.04006 -4.82343 -2.24062
C: -0.15242 -5.97025 -2.39447
C: 1.21243 -5.61351 -2.06777
O: 1.65718 -4.59755 -2.99318
C: 2.04374 -5.01651 -4.28063
H: -3.26209 -4.47887 -5.34376
H: -3.76466 -2.69956 -5.21697
H: -4.96310 -3.91079 -5.54022
H: -3.59898 -3.72262 -1.79958
H: -2.51854 -3.05850 -2.95524
H: -2.34706 -5.61928 -3.73266
H: -2.88033 -5.87422 -2.05368
H: -0.68359 -4.06230 -2.80405
H: -0.09510 -6.40538 -3.36791
H: -0.53397 -6.77463 -1.72767
H: 1.82025 -6.55516 -2.19206
H: 1.31233 -5.13845 -1.08955
H: 2.43995 -6.05590 -4.32200
H: 2.82484 -4.32887 -4.59102
H: 1.25801 -5.02040 -5.05718
C: -3.01171 2.97138 1.24947
O: -3.69144 2.66336 2.47916
C: -4.70814 1.61002 2.43997
C: -6.09013 2.08202 2.03858
N: -6.27220 2.59856 0.77319
C: -5.90782 1.78661 -0.37735
C: -6.42258 2.37305 -1.64218
O: -5.72132 3.65408 -1.71212
C: -6.23313 4.43591 -2.74665
H: -3.68121 3.57171 0.61426
H: -2.63393 2.09756 0.75076
H: -2.10176 3.46040 1.53615
H: -4.62263 1.10038 3.40299
H: -4.33260 0.83851 1.70041
H: -6.44475 2.81853 2.80688
H: -6.73261 1.20618 2.16424
H: -6.06116 3.58672 0.68034
H: -6.32344 0.77542 -0.30649
H: -4.81078 1.66447 -0.42611
H: -7.50439 2.51333 -1.75260
H: -6.16599 1.86325 -2.57437
H: -5.42214 5.10122 -3.05494
H: -7.07291 5.02390 -2.39732
H: -6.43842 3.81400 -3.59657
C: 6.77549 3.24338 -0.41935
O: 5.56700 2.97137 -1.15984
C: 5.04389 4.15658 -1.82486
C: 3.84922 3.72668 -2.63385
N: 4.16620 2.76072 -3.54997
C: 3.04789 2.16141 -4.23230
C: 3.42947 1.08929 -5.16873
O: 3.77808 -0.07511 -4.43052
C: 4.31786 -1.12811 -5.21839
H: 7.53823 3.60198 -1.11142
H: 7.23318 2.31625 -0.06375
H: 6.60080 3.92286 0.41701
H: 5.80640 4.58820 -2.49396
H: 4.72002 4.90595 -1.08223
H: 3.33906 4.55171 -3.13544
H: 3.13096 3.31582 -1.87494
H: 4.80957 2.03604 -3.21239
H: 2.47121 2.86794 -4.85770
H: 2.29435 1.79362 -3.51300
H: 4.34125 1.43385 -5.68395
H: 2.57663 0.84321 -5.84947
H: 4.42487 -2.02851 -4.58366
H: 5.28444 -0.88066 -5.64906
H: 3.62282 -1.39421 -6.05970
C: -2.14817 1.82373 9.14036
O: -1.66430 1.05600 8.09080
C: -2.57848 -0.02398 7.91611
C: -2.09086 -0.74555 6.70067
N: -2.49012 0.01932 5.48485
C: -1.71597 -0.31502 4.32508
C: -2.28905 -1.46437 3.55340
O: -2.19535 -2.67034 4.31698
C: -0.93626 -3.27123 4.22733
H: -2.32161 1.20537 10.04221
H: -3.14742 2.19372 8.90252
H: -1.55434 2.69310 9.35249
H: -3.60421 0.37589 7.72314
H: -2.59854 -0.64054 8.81471
H: -2.45796 -1.76656 6.73599
H: -1.01481 -0.77669 6.74776
H: -2.30596 1.01085 5.73873
H: -0.67924 -0.53611 4.52485
H: -1.62570 0.47469 3.61638
H: -1.73120 -1.55478 2.62076
H: -3.35367 -1.25610 3.48860
H: -0.14664 -2.78750 4.81973
H: -0.61024 -3.31655 3.18644
H: -0.96147 -4.26085 4.63197
C: 5.65935 -1.99951 0.26732
O: 4.69258 -1.08024 0.53053
C: 4.22392 -0.43347 -0.66914
C: 3.39210 0.75067 -0.16965
N: 2.27356 0.30225 0.69851
C: 1.62888 1.54610 1.27269
C: 0.76779 2.44402 0.40755
O: 1.47504 3.66717 0.12135
C: 0.70802 4.62776 -0.63508
H: 5.79751 -2.56548 1.15357
H: 6.63081 -1.54414 -0.09049
H: 5.33441 -2.74174 -0.51607
H: 3.65994 -1.11814 -1.36286
H: 5.14209 -0.11282 -1.19671
H: 2.88206 1.27043 -0.98564
H: 4.01814 1.58150 0.20795
H: 2.69479 -0.20254 1.53428
H: 2.45533 2.13608 1.66391
H: 1.01193 1.13367 2.07055
H: -0.11058 2.78690 0.99907
H: 0.48186 1.93728 -0.51560
H: 1.39487 5.42895 -0.70468
H: -0.15814 4.94947 -0.04152
H: 0.35598 4.20450 -1.58191
C: 3.00475 -3.83717 1.28177
O: 3.37969 -4.12051 2.61643
C: 2.53315 -3.57018 3.63163
C: 3.27885 -2.53384 4.45647
N: 3.54283 -1.35802 3.66606
C: 4.11636 -0.22036 4.41647
C: 3.10072 0.69176 5.07970
O: 2.47974 -0.02645 6.12571
C: 1.34913 0.69416 6.60843
H: 1.94235 -4.05579 1.20030
H: 3.56063 -4.46121 0.59847
H: 3.19011 -2.78673 1.02055
H: 2.24062 -4.44641 4.25988
H: 1.72449 -2.99541 3.16997
H: 4.09749 -3.03968 4.95936
H: 2.60715 -2.18548 5.23882
H: 4.20746 -1.52396 2.90370
H: 4.74246 0.37227 3.75644
H: 4.81358 -0.59799 5.16366
H: 2.38340 1.04154 4.36897
H: 3.73607 1.47829 5.50063
H: 0.54009 0.70828 5.88046
H: 1.64350 1.72085 6.83945
H: 1.02549 0.17647 7.50019

**SMILES**: COC[C@H](C)N.COC[C@H](C)N.COCCNCCOC.COCCNCCOC.COCCNCCOC.COCCNCCOC.COCCNCCOC.COCCNCCOC
**Relative energy (zero: lowest compared OMol25 entry of this formula, charge and spin)**: 54.05 kcal/mol
**Total charge**: 0
**HOMO-LUMO gap**: 8.8 eV

Here are the Mulliken charges for atoms 1 to 4, given in e:
1. C -0.460
2. O -0.529
3. C 0.958
4. C 0.370

---

# 2
The following is a DFT calculation (ωB97M-V/def2-TZVPD) of 10 unconnected molecules or ions with the total composition C4H28N2O10S.

Geometry (Å):
C: 1.90673 0.30065 0.37974
N: 2.03907 -0.59805 -0.79036
C: 0.57911 1.12768 0.29592
C: 0.80336 2.37647 1.16422
S: 1.05869 3.88106 0.12734
N: -0.59189 0.35402 0.81718
C: -0.61543 -0.16116 2.24474
O: -1.35531 -1.31942 2.25773
H: 2.69728 1.05295 0.28661
H: 1.93382 -0.22010 1.32989
H: 1.31901 -0.35343 -1.45965
H: 1.91468 -1.57742 -0.56707
H: 0.30684 1.33165 -0.74055
H: 1.71505 2.39493 1.76452
H: -0.10968 2.43770 1.76725
H: -0.66383 -0.36503 0.09968
H: 0.43424 -0.41904 2.45759
H: -1.08592 0.67767 2.76395
H: 1.85591 0.98944 -2.97590
H: 0.36308 0.46756 -2.85970
O: 1.01679 0.91537 -3.44759
H: -1.44543 0.24726 -1.31332
H: -1.36468 -0.66454 -2.56866
O: -0.78357 -0.31798 -1.88280
H: -0.62542 -2.49548 3.57136
H: 0.87167 -2.38041 3.39879
O: 0.22515 -2.63020 4.06588
H: -2.22639 0.96918 0.31133
H: -1.94886 1.81748 -1.06996
O: -2.46617 1.10711 -0.61726
H: -2.62147 -1.20302 0.16649
H: -2.77898 -1.67903 1.48157
O: -3.31800 -1.70582 0.61505
H: -0.97228 -3.36663 -0.53132
H: -1.17667 -2.52249 -1.77893
O: -0.76070 -3.35483 -1.50298
H: -0.40135 2.75161 -2.25719
H: -1.22939 3.86526 -1.63778
O: -1.31687 3.04670 -2.14686
H: -0.88301 -2.60453 1.44079
H: 0.21437 -3.61811 1.24450
O: -0.75331 -3.60432 1.22716
H: 3.64397 0.99146 -1.46713
H: 3.00579 2.32475 -1.57787
O: 3.59001 1.73311 -2.08637

**Relative energy (zero: lowest compared OMol25 entry of this formula, charge and spin)**: 0.00 kcal/mol
**Total charge**: -2
**HOMO-LUMO gap**: 6.5 eV

Here are the natural (NBO) charges for atoms 1 to 4, given in e:
1. C -0.244
2. N -0.893
3. C -0.067
4. C -0.535

---

# 3
The following is a DFT calculation (ωB97M-V/def2-TZVPD) of C20H27N3O3S in the gas phase.

Geometry (Å):
C: -1.97619 3.31959 1.99495
N: -1.35699 3.35360 3.30149
C: -1.15163 4.70980 3.75809
C: -0.20801 2.48954 3.49336
C: -0.60731 1.00326 3.37120
N: -0.47417 0.45442 2.04319
C: -1.48468 -0.14896 1.38214
O: -2.62289 -0.22399 1.80101
C: -1.08388 -0.71260 0.05159
C: -1.59838 -1.94834 -0.32873
C: -1.26182 -2.49348 -1.55533
C: -0.42520 -1.78917 -2.40023
S: -0.06690 -2.43983 -4.03531
O: -0.16193 -3.86744 -3.99840
O: 1.13882 -1.83250 -4.51378
N: -1.31919 -1.87935 -4.98949
C: -2.60292 -2.47224 -4.71444
C: -1.32119 -0.45551 -5.20600
C: 0.07593 -0.55057 -2.04794
C: -0.24887 -0.01259 -0.81488
C: 1.01875 2.83365 2.60689
C: 2.17475 1.90544 2.83675
C: 2.69165 1.13395 1.80100
C: 3.74085 0.25769 2.02038
C: 4.29483 0.14238 3.28272
C: 3.80332 0.92025 4.31814
C: 2.75557 1.79439 4.09607
H: -2.90429 3.88823 2.04567
H: -2.22616 2.29756 1.72948
H: -1.35322 3.76099 1.20163
H: -2.12055 5.20520 3.81634
H: -0.71284 4.69699 4.75471
H: -0.50467 5.30495 3.09519
H: 0.08572 2.63385 4.53991
H: -1.65232 0.89169 3.66748
H: 0.02063 0.41994 4.05338
H: 0.46700 0.36440 1.69155
H: -2.25971 -2.46712 0.34828
H: -1.62280 -3.46176 -1.86334
H: -3.09679 -2.01269 -3.84805
H: -3.24512 -2.36156 -5.58853
H: -2.43610 -3.52920 -4.52387
H: -0.28893 -0.15045 -5.35700
H: -1.74978 0.09420 -4.35724
H: -1.89821 -0.22822 -6.10261
H: 0.72647 -0.03694 -2.73812
H: 0.12185 0.96411 -0.54058
H: 0.72489 2.80954 1.55645
H: 1.32525 3.85507 2.84723
H: 2.29199 1.23471 0.79975
H: 4.12577 -0.33231 1.20164
H: 5.11133 -0.54183 3.45709
H: 4.24095 0.84697 5.30285
H: 2.38719 2.40325 4.90893

**SMILES**: CN(C)[C@@H](CNC(=O)c1ccc(S(=O)(=O)N(C)C)cc1)Cc1ccccc1
**Relative energy (zero: lowest compared OMol25 entry of this formula, charge and spin)**: 44.74 kcal/mol
**Total charge**: 0
**HOMO-LUMO gap**: 8.7 eV

Here are the natural (NBO) charges for atoms 1 to 4, given in e:
1. C -0.419
2. N -0.442
3. C -0.407
4. C -0.021

---

# 4
The following is a DFT calculation (ωB97M-V/def2-TZVPD) of C4H6N2O in the gas phase.

Geometry (Å):
C: 2.18367 -0.37786 0.12880
N: 1.41408 0.64350 0.03179
N: 0.19692 0.34899 -0.53163
C: -0.59041 -0.85220 -0.15389
C: -1.74461 -0.00734 0.03694
O: -2.93254 -0.22910 0.12602
C: -0.86150 1.26714 -0.03689
H: 3.22070 -0.17729 0.52139
H: 1.96630 -1.40946 -0.24497
H: -0.81067 -1.56063 -0.95381
H: -0.23963 -1.32811 0.76104
H: -1.21007 2.03789 -0.68427
H: -0.59224 1.64446 0.99948

**SMILES**: C=NN1CC(=O)C1
**Relative energy (zero: lowest compared OMol25 entry of this formula, charge and spin)**: 78.36 kcal/mol
**Total charge**: 0
**HOMO-LUMO gap**: 10.2 eV

Here are the natural (NBO) charges for atoms 1 to 4, given in e:
1. C -0.166
2. N -0.218
3. N -0.259
4. C -0.378